(1)
{"formula": "C5H13N", "method": "the ωB97M-V functional and the def2-TZVPD basis", "charge": 0, "energy_ev": -6884.2530, "smiles": "C=CC.CCN", "gap_ev": 10.5, "lumo_ev": 1.0, "homo_energy_ev": -9.51, "relative_energy_ev": 1.944, "elements": ["N", "C", "C", "C", "C", "C", "H", "H", "H", "H", "H", "H", "H", "H", "H", "H", "H", "H", "H"], "positions_angstrom": [[-2.160942, 0.321014, 0.996118], [4.373175, -1.138731, -0.363421], [2.523156, 0.252936, 0.655947], [-3.388238, 1.150563, -0.960154], [-3.334815, 0.063422, 0.131042], [3.031621, -0.482715, -0.329694], [2.345174, -0.896228, -1.076023], [-4.300005, 0.165804, 0.646938], [-4.238603, 0.977671, -1.617718], [-3.472350, 2.127466, -0.464945], [-1.711301, -0.591844, 1.078541], [5.113669, -0.522709, 0.136189], [-3.484245, -0.879601, -0.402687], [4.360790, -1.973813, 0.339128], [3.226684, 0.443655, 1.495017], [-2.503827, 1.246469, -1.594737], [-2.514988, 0.482368, 1.934865], [4.652936, -1.189763, -1.434838], [1.482107, 0.444041, 0.830430]], "atomic_forces_ev_per_a": [[-0.58, -1.70, 0.00], [0.25, 1.59, 0.05], [1.65, -0.73, 0.83], [0.02, 0.39, 0.28], [-1.03, 1.64, -1.25], [-1.49, -0.66, 0.32], [0.06, 0.44, -0.04], [0.33, 0.02, 0.39], [-0.18, 0.17, -0.01], [-0.23, -0.15, -0.20], [0.38, 0.35, 0.12], [0.23, 0.56, -0.12], [1.05, -0.43, 0.50], [-0.05, -0.84, -1.06], [-0.65, 0.33, -0.48], [0.13, -0.47, 0.20], [0.12, 0.17, -0.03], [0.25, -1.05, 0.87], [-0.27, 0.37, -0.37]], "mulliken_charge": [-0.592, -1.040, -0.662, -1.087, -0.229, 0.028, 0.264, 0.234, 0.331, 0.272, 0.239, 0.318, 0.296, 0.271, 0.200, 0.297, 0.247, 0.299, 0.313]}

(2)
{"formula": "C14H26N3O2", "method": "the ωB97M-V functional and the def2-TZVPD basis", "charge": 1, "energy_ev": -23494.6235, "smiles": "C#CC[C@]1(CCCCCOC(C)=O)[NH2+]CCN[C@H]1N", "gap_ev": 9.4, "lumo_ev": -2.9, "homo_energy_ev": -12.31, "relative_energy_ev": 4.626, "elements": ["O", "O", "N", "N", "N", "C", "C", "C", "C", "C", "C", "C", "C", "C", "C", "C", "C", "C", "C", "H", "H", "H", "H", "H", "H", "H", "H", "H", "H", "H", "H", "H", "H", "H", "H", "H", "H", "H", "H", "H", "H", "H", "H", "H", "H"], "positions_angstrom": [[4.156678, 1.105688, 2.856712], [2.878497, -0.812190, 3.133008], [-0.988383, -1.832672, 0.308107], [-2.968491, -0.496601, 0.582680], [-2.192338, -0.860779, -2.357086], [-1.767458, 1.571009, -1.546521], [-3.999151, -0.643164, -0.476687], [2.585837, 1.363201, 0.949510], [-3.519226, -1.322888, -1.825309], [-3.064100, 1.888635, -2.339430], [1.181227, 0.703678, -1.092156], [-3.939486, 1.984709, -3.194479], [1.798748, 0.123718, 0.262377], [-1.405412, 0.030889, -1.433399], [3.824931, -0.107520, 3.462548], [4.063851, 0.994138, 1.413575], [4.721485, -0.612478, 4.675439], [0.140287, -0.236332, -1.818563], [-1.568133, -0.469481, 0.069192], [-2.271254, -0.472249, -3.317280], [-1.105279, -2.101489, 1.289905], [5.392674, -1.475060, 4.359324], [4.373490, -0.008364, 1.000787], [0.197810, 0.010312, -2.937578], [5.305279, 0.244365, 5.129932], [-1.007366, 0.282432, 0.717905], [4.777761, 1.763393, 0.970776], [0.404755, -1.343725, -1.757777], [-4.921174, 1.988652, -3.731231], [-3.122520, -1.304482, 1.201459], [-4.803846, -1.329627, -0.047895], [-1.919395, 1.947739, -0.481035], [-4.537698, 0.343090, -0.665086], [2.556722, -0.692717, 0.096528], [-4.299338, -1.061496, -2.614755], [3.993890, -1.011268, 5.444532], [-1.606459, -1.710298, -2.475177], [1.029606, -0.224629, 1.005171], [-1.495465, -2.517520, -0.276243], [-0.922615, 2.184979, -1.999781], [-3.525849, -2.461881, -1.789637], [0.834772, 1.751912, -0.868278], [2.698217, 2.171815, 0.148175], [1.965599, 1.835216, 1.769572], [2.068323, 0.819342, -1.801828]], "atomic_forces_ev_per_a": [[0.57, -2.39, 0.06], [1.55, 1.60, -0.23], [-0.01, 0.70, -1.09], [-0.84, -0.02, -1.33], [0.48, -0.75, -0.13], [-1.31, 0.97, 0.08], [-0.88, -0.15, 0.25], [0.18, -0.20, -1.24], [-2.55, -0.37, -0.48], [0.65, -0.81, -1.10], [1.11, -1.07, 0.34], [-0.17, -0.44, 1.35], [0.33, 1.52, 0.57], [2.08, -0.04, 1.29], [-0.44, -1.41, 1.01], [-0.99, 1.38, -0.96], [-0.51, 0.91, -0.03], [-0.49, 0.91, -1.32], [-0.30, -0.73, 1.40], [-0.10, 0.20, 0.79], [0.10, 0.19, -0.50], [-0.83, 1.30, 0.19], [-0.35, 0.86, 0.84], [-0.11, -0.21, 1.29], [-0.49, -1.15, -0.62], [-0.46, -1.06, -1.02], [-0.83, -0.96, 0.92], [-0.35, 1.48, 0.40], [1.66, 0.26, 0.63], [0.70, 0.77, -0.28], [0.95, 0.87, -0.79], [0.24, -0.38, -1.41], [0.99, -1.21, -0.09], [-1.09, 0.66, -0.05], [1.05, -0.31, 1.02], [0.88, 0.43, -0.91], [-0.27, 0.63, 0.04], [0.81, 0.10, -1.00], [0.30, 0.32, 0.70], [-1.08, -1.01, 0.49], [0.30, 1.51, 0.24], [-0.08, -1.17, -0.43], [-0.14, -0.98, 1.01], [0.95, -0.70, -0.73], [-1.19, -0.05, 0.86]], "mulliken_charge": [-0.367, -0.497, -0.472, -0.319, 0.126, -0.392, -0.652, -0.639, -0.692, -1.115, -0.939, 0.148, -0.186, 0.332, 0.663, -0.543, -0.936, -0.987, -0.990, 0.552, 0.342, 0.252, 0.346, 0.440, 0.292, 0.373, 0.299, 0.444, 0.377, 0.415, 0.404, 0.406, 0.281, 0.353, 0.367, 0.298, 0.549, 0.108, 0.251, 0.492, 0.375, 0.417, 0.413, 0.315, 0.296]}

(3)
{"formula": "C2H7MnO3", "method": "the ωB97M-V functional and the def2-TZVPD basis", "charge": 0, "energy_ev": -39645.2243, "gap_ev": [7.4, 10.3], "lumo_ev": [0.4, 0.0], "multiplicity": 7, "homo_energy_ev": [-7.01, -10.25], "relative_energy_ev": 2.688, "elements": ["Mn", "O", "O", "O", "C", "C", "H", "H", "H", "H", "H", "H", "H"], "positions_angstrom": [[1.978592, -0.638217, -3.261144], [-1.251956, -0.142083, 1.021469], [-0.924962, 0.455797, -0.223680], [0.967440, -1.058381, -1.812041], [-0.245672, 1.667934, 0.028738], [-0.294100, -1.199004, 1.260230], [0.248871, -0.599383, -1.362552], [0.651332, 1.513430, 0.647810], [-0.381277, -2.012130, 0.523883], [0.071446, 2.027168, -0.958386], [-0.915399, 2.383567, 0.524133], [0.713143, -0.773484, 1.393038], [-0.617458, -1.625214, 2.218501]], "atomic_forces_ev_per_a": [[0.50, 0.11, -0.68], [0.41, -0.62, 0.33], [0.07, -0.10, -0.41], [-0.42, -0.03, 0.55], [0.18, 0.21, 0.23], [-0.65, 0.21, 0.53], [-0.02, -0.13, 0.07], [-0.22, -0.03, -0.14], [0.33, 0.58, -0.06], [-0.18, 0.01, 0.25], [0.18, -0.08, -0.18], [-0.25, -0.36, -0.38], [0.07, 0.23, -0.10]], "lowdin_spin": [5.654, 0.001, 0.006, 0.304, 0.002, 0.003, 0.025, 0.000, 0.002, 0.002, 0.000, 0.001, 0.000]}

(4)
{"formula": "C37H39N3O2PS3Ti", "method": "the ωB97M-V functional and the def2-TZVPD basis", "charge": -1, "energy_ev": -112480.1588, "gap_ev": [5.4, 6.8], "lumo_ev": [2.5, 2.5], "multiplicity": 3, "homo_energy_ev": [-2.99, -4.37], "relative_energy_ev": 1.053, "elements": ["Ti", "S", "S", "S", "P", "O", "O", "N", "N", "N", "C", "C", "C", "C", "C", "C", "C", "C", "C", "C", "C", "C", "C", "C", "C", "C", "C", "C", "C", "C", "C", "C", "C", "C", "C", "C", "C", "C", "C", "C", "C", "C", "C", "C", "C", "C", "C", "H", "H", "H", "H", "H", "H", "H", "H", "H", "H", "H", "H", "H", "H", "H", "H", "H", "H", "H", "H", "H", "H", "H", "H", "H", "H", "H", "H", "H", "H", "H", "H", "H", "H", "H", "H", "H", "H", "H"], "positions_angstrom": [[9.053824, 11.772102, 8.916980], [14.923846, 14.819801, 6.296742], [12.309547, 15.377466, 7.881469], [7.835024, 14.044411, 8.609726], [10.802691, 10.553585, 10.727631], [10.645298, 13.120691, 9.262804], [11.357290, 13.905374, 11.225281], [8.398782, 12.168526, 11.210177], [12.445798, 13.884316, 5.832321], [10.319200, 11.207201, 12.217547], [13.453997, 11.252437, 11.487324], [8.182818, 17.596981, 10.386038], [8.152920, 14.039693, 13.250418], [10.639142, 13.999144, 10.218469], [6.972578, 10.826506, 8.032491], [7.352009, 12.959501, 11.320629], [7.167501, 13.904201, 12.307313], [5.580413, 11.446738, 8.405093], [13.294160, 14.655010, 6.542484], [7.309416, 12.151119, 5.809965], [12.971491, 11.241145, 9.176510], [8.845971, 9.526643, 7.868662], [14.756251, 11.660211, 11.220011], [11.699153, 6.315251, 12.527997], [9.281798, 12.099666, 12.226028], [8.853223, 10.474785, 6.810179], [9.504795, 17.543590, 10.909215], [15.129340, 11.966012, 9.910915], [12.331164, 8.145096, 11.010685], [12.532270, 11.067024, 10.475531], [9.910410, 8.455793, 8.138384], [9.031073, 12.967755, 13.309429], [7.747196, 9.809763, 8.657738], [14.265793, 11.739551, 8.878092], [10.266315, 16.386444, 10.855869], [9.842153, 15.262166, 10.080391], [7.687656, 11.239620, 6.898007], [7.463036, 9.028109, 9.946778], [11.080342, 13.750725, 6.185753], [10.753539, 15.005694, 6.925336], [8.562871, 15.296852, 9.532817], [12.523875, 6.920286, 11.554878], [7.792835, 16.473728, 9.661965], [10.617007, 7.067240, 13.066408], [9.845831, 10.549255, 5.638864], [10.306211, 8.282930, 12.382657], [11.181837, 8.852143, 11.465572], [16.100023, 12.386350, 9.611028], [12.789520, 13.522277, 4.950195], [10.955064, 8.805763, 7.833779], [5.683376, 12.285783, 9.126499], [13.047151, 8.553055, 10.343031], [9.987067, 6.705508, 13.802957], [6.826534, 16.526640, 9.183733], [6.678228, 13.080039, 10.390846], [6.615248, 12.987078, 6.050421], [10.812571, 9.916889, 5.855285], [8.125310, 14.880036, 14.014005], [10.855138, 12.846382, 6.845691], [11.310578, 16.470917, 11.197975], [11.939345, 5.449950, 13.001538], [9.593247, 7.569530, 7.484319], [10.948019, 11.415859, 13.015702], [10.675707, 15.856171, 6.236779], [8.205095, 12.520713, 5.291494], [9.792818, 18.395619, 11.563338], [9.806410, 13.036023, 14.125831], [7.465744, 18.355994, 10.552302], [10.488490, 13.631838, 5.284778], [12.347818, 11.135553, 8.251616], [5.114839, 11.894674, 7.557257], [9.411630, 8.863879, 12.713458], [9.955406, 14.800577, 7.643631], [13.411662, 6.314992, 11.304274], [6.860783, 9.716525, 10.657794], [14.524137, 12.079701, 7.881792], [6.948230, 8.067758, 9.815124], [10.093809, 11.570770, 5.321879], [9.843668, 8.209973, 9.197026], [15.411003, 11.722358, 12.094288], [13.108903, 11.143876, 12.492839], [6.380756, 14.598138, 12.168389], [8.469405, 8.902192, 10.522308], [9.436519, 10.053881, 4.756802], [4.898220, 10.723292, 8.820633], [6.718603, 11.487561, 5.132926]], "atomic_forces_ev_per_a": [[-0.74, -0.27, 0.04], [-0.30, -0.01, -0.03], [0.43, -0.34, -1.25], [-0.41, -0.54, -1.19], [0.88, -1.19, 0.40], [-0.61, 0.19, 0.60], [-0.42, -0.12, -0.32], [1.29, -1.13, -0.56], [2.04, -0.10, -1.25], [0.12, 1.08, 0.92], [0.33, 0.32, -0.24], [1.75, -2.69, -0.55], [-0.55, -0.41, 1.42], [1.62, -0.20, 0.00], [-1.55, 1.09, 0.58], [-1.85, 1.08, -1.66], [0.16, 0.14, -0.63], [1.91, -0.13, 0.91], [-1.18, -0.04, 1.05], [-1.43, 0.16, -0.92], [0.44, 0.73, -2.22], [2.18, 0.49, -0.49], [-0.28, -0.16, 0.65], [-1.65, 4.31, -0.08], [-2.45, 1.50, 0.70], [1.63, -0.34, -1.00], [-1.10, 0.94, 1.41], [1.21, 0.15, 0.11], [-1.89, 0.54, 1.24], [-0.05, -0.10, -0.85], [-0.61, 0.25, -1.62], [2.94, 0.91, 1.51], [-1.40, -1.28, 1.64], [-1.59, -0.24, 0.44], [0.47, 0.60, -1.48], [-0.31, 0.59, 1.65], [0.53, 0.22, 0.52], [0.63, 2.00, 1.58], [-0.97, -1.08, 1.03], [0.71, 0.43, 0.85], [-0.01, 0.72, -0.40], [0.96, -2.75, 0.81], [-0.20, 1.07, 0.48], [1.78, 0.83, -3.95], [0.98, -1.57, 0.69], [-0.12, -0.09, 1.51], [0.25, 0.31, -1.35], [-0.27, -0.20, 0.69], [0.06, -0.11, 0.34], [-1.37, -0.57, 0.53], [-0.09, -0.64, -0.37], [0.32, 0.43, -0.54], [-1.05, -0.71, 1.40], [-0.20, -0.39, -0.05], [1.17, -0.72, 1.92], [0.76, -0.43, 0.17], [-1.60, 1.50, -0.20], [0.26, -1.33, -1.01], [0.54, 1.04, -0.65], [-0.73, -0.57, 0.17], [0.89, -2.60, 0.92], [0.82, 0.82, 1.06], [-0.28, -0.53, -1.09], [-0.64, -0.18, 0.31], [-0.50, 0.05, 0.05], [0.26, -0.66, -0.66], [-0.73, -0.35, -0.93], [-0.23, 1.01, 0.09], [-0.21, 0.15, -0.19], [-0.01, -0.08, 1.30], [-0.24, 0.15, -0.88], [0.86, -0.50, -0.35], [-0.03, 0.60, -0.51], [-0.38, 0.48, -0.20], [0.66, -1.26, -1.09], [-0.06, -0.32, -0.06], [0.19, 0.20, 0.05], [0.10, -0.48, 0.32], [0.41, -0.38, -0.19], [0.08, 0.31, -0.56], [0.15, -0.18, 0.66], [-0.66, 0.61, 0.05], [-1.85, -0.19, -1.02], [-0.21, -0.03, -0.16], [-0.19, -0.40, 0.19], [0.43, 0.64, -0.23]], "lowdin_spin": [1.714, 0.002, 0.000, 0.010, 0.024, 0.050, 0.001, 0.016, 0.000, 0.003, 0.001, 0.000, 0.005, 0.008, 0.013, 0.011, 0.000, 0.005, 0.001, 0.003, 0.007, 0.005, 0.000, 0.000, 0.006, 0.018, 0.004, 0.000, 0.000, 0.005, 0.005, 0.000, 0.014, 0.001, 0.000, 0.005, 0.006, 0.009, 0.007, 0.001, 0.002, 0.000, 0.002, 0.000, 0.010, 0.000, -0.001, 0.000, 0.000, 0.001, 0.001, 0.000, 0.000, 0.000, 0.002, 0.000, 0.000, 0.000, 0.009, 0.000, 0.000, 0.000, 0.000, 0.000, 0.000, 0.000, 0.000, 0.000, 0.000, 0.006, 0.000, 0.000, 0.000, 0.000, 0.001, 0.000, 0.002, 0.001, 0.000, 0.000, 0.000, 0.000, 0.001, 0.002, 0.000, 0.000]}